No. 1
Here is a structure of composition C10H18ClIN2OPW in a non-equilibrium geometry from the Open Molecules 2025 dataset. Energies are from the ωB97M-V functional and the def2-TZVPD basis.

The geometry in XYZ format:
```
35
Properties=species:S:1:pos:R:3:forces:R:3
C 3.22690 -1.12609 -0.51626 0.1 -4.2 -0.2
I 3.49644 1.45061 -0.19276 0.1 3.5 1.1
H 2.22019 -1.04980 -0.95388 0.4 0.2 0.1
H 3.40528 -2.19808 -0.34069 -0.1 -0.1 -0.1
H 3.99707 -0.80199 -1.22690 -0.5 -0.2 0.3
W -1.84034 0.17953 0.29194 -2.2 -0.7 3.8
P -1.03939 0.30191 -1.84541 0.9 -0.5 -4.9
C 0.57673 0.57619 -2.62897 0.7 0.1 0.7
C -1.62516 -1.31674 -2.44567 0.1 -0.3 0.3
H -3.20010 1.24847 -2.52038 0.2 0.0 -0.1
H -1.89849 1.56279 -3.71102 0.1 -0.2 0.2
H -1.97062 2.49844 -2.19184 -0.1 0.0 -0.2
C -2.14261 1.51191 -2.64020 -0.5 0.6 0.6
H -2.61707 -1.55843 -2.04739 0.0 -0.1 -0.2
H -1.67725 -1.29328 -3.54348 0.0 0.1 0.2
H 0.44720 1.04571 -3.61671 -0.3 -0.1 0.4
H 1.10699 -0.37660 -2.75224 -0.2 0.2 0.1
H -0.91246 -2.09506 -2.14470 -0.1 0.1 -0.1
H 1.17978 1.23374 -1.98778 0.0 -0.1 -0.3
C 3.28801 -0.41121 0.76582 0.2 0.1 0.6
O 3.23738 -0.72012 1.92329 -0.2 0.5 -1.8
Cl -4.07394 0.31837 0.12390 1.2 0.3 0.1
N -1.88348 -1.54054 1.70848 0.2 -0.8 -1.1
C -0.79713 -0.97663 2.45979 -0.5 0.2 1.6
C -0.43624 -1.28252 3.74529 -0.2 -0.2 -0.1
C 0.46804 -0.40783 4.37229 0.2 -0.3 -0.1
C 0.98429 0.66609 3.64741 0.4 0.7 -0.4
C 0.54250 0.94026 2.36040 -0.4 -0.3 0.2
N -0.41772 0.12878 1.79865 0.8 1.0 -0.2
H -2.69634 -1.78984 2.28616 -0.1 0.4 -0.2
H -1.62025 -2.41998 1.25576 0.1 -0.1 0.0
H -0.89267 -2.14308 4.24486 0.3 0.3 -0.1
H 0.79486 -0.57546 5.40374 -0.2 0.0 -0.3
H 1.74279 1.32781 4.08060 -0.3 -0.3 -0.1
H 0.87892 1.76769 1.74173 0.1 0.0 0.3
```
Forces are in eV/Å.

Properties
- HOMO level (alpha / beta) (Ha) = -0.6405 / -0.6408
- <S²> = 2.01
- LUMO (alpha / beta) (eV) = -14.1 / -13.6
- HOMO-LUMO gap (alpha / beta) (eV) = 3.34 / 3.81
- spin multiplicity = 3
- net charge = +3



No. 2
Here is the molecule C8H10IO2PS in a non-equilibrium geometry from the Open Molecules 2025 dataset. Energies are from the ωB97M-V functional and the def2-TZVPD basis.

The geometry in XYZ format:
```
23
Properties=species:S:1:pos:R:3:forces:R:3
C 0.71886 -2.63685 -0.00861 -0.7 0.2 -0.1
C -0.72749 -2.71637 0.54266 1.3 2.9 3.0
O -1.33120 -1.36989 0.64171 0.2 1.5 1.4
P -1.14450 -0.30610 1.93934 0.3 -2.5 -2.0
O -2.19013 0.70381 1.93231 -0.2 0.4 0.0
I -1.24382 -1.70039 3.94654 0.1 0.2 -0.2
S 0.86796 0.32448 1.84205 -0.8 0.8 0.4
C 0.48230 1.66659 0.65756 -0.8 -0.7 3.0
C -0.40628 2.70796 1.02657 2.0 -0.2 -2.2
C -0.73787 3.59699 0.03879 2.2 -3.1 -1.9
C -0.25795 3.38401 -1.27925 -1.2 -0.2 0.2
C 0.60602 2.32785 -1.59121 0.5 0.9 0.6
C 1.00962 1.45992 -0.55890 0.5 1.1 -2.3
H 0.73934 -1.92520 -0.90494 0.0 -1.1 1.2
H 1.42079 -2.25451 0.78971 -0.7 -0.6 -1.1
H 0.95291 -3.67279 -0.33372 0.4 0.7 0.1
H -0.83830 -3.00170 1.61708 0.9 -0.8 -0.9
H -1.44850 -3.25311 0.03628 -1.1 -1.2 -1.6
H -0.68188 2.94768 1.98877 -0.7 -0.3 2.1
H -1.48485 4.26261 0.15746 -2.1 2.5 0.7
H -0.82052 4.00548 -1.99142 1.1 -0.3 -0.3
H 1.14099 2.23792 -2.53127 -0.6 0.0 -0.2
H 1.80617 0.74021 -0.76021 -0.6 -0.1 0.2
```
Forces are in eV/Å.

Properties
- HOMO level (Ha) = -0.3383
- energy relative to the best compared isomer or geometry (same formula, charge and spin) (kJ/mol) = 0.0
- SMILES = CCO[P@@](=O)(I)Sc1ccccc1
- LUMO (eV) = -0.2
- HOMO-LUMO gap (eV) = 9.00